[1]
Computed, not measured: one molecule with the formula C4H8O2 at a distorted geometry, with the ωB97M-V functional and the def2-TZVPD basis.

Computed properties:
SMILES: CO[C@@H](C)C=O
Electronic energy: -8370.197 eV
Spin multiplicity: 1
Relative energy (zero: lowest compared OMol25 entry of this formula, charge and spin): 71.1 kcal per mole
Kohn-Sham gap: 10.372 eV

Last column: Mulliken charge in e.
Positions of all 14 atoms, in Å:
C (1.93, -0.43, -0.49)  -0.712
O (1.06, 0.15, 0.46)  -0.356
C (-0.24, 0.40, -0.05)  0.319
C (-1.22, -0.75, -0.21)  -1.187
C (-0.98, 1.26, 1.00)  -0.145
O (-1.81, 0.80, 1.76)  -0.477
H (2.86, -0.69, 0.04)  0.264
H (1.52, -1.35, -0.93)  0.297
H (2.18, 0.27, -1.30)  0.288
H (-0.16, 1.03, -0.96)  0.352
H (-1.51, -0.84, -1.29)  0.254
H (-0.87, -1.71, 0.12)  0.350
H (-1.91, -0.49, 0.82)  0.355
H (-0.84, 2.34, 1.01)  0.399

---

[2]
Computed, not measured: C2H6OSSn as an isolated structure at a distorted geometry, with the ωB97M-V functional and the def2-TZVPD basis.

Computed properties:
Electronic energy: -20864.122 eV
Spin multiplicity: 1
Relative energy (zero: lowest compared OMol25 entry of this formula, charge and spin): 0.1 kcal per mole
Kohn-Sham gap: 5.139 eV
Charge: +2

Last column: Mulliken charge in e.
Positions of all 11 atoms, in Å:
Sn (0.06, -3.55, 2.52)  1.666
C (0.29, 1.14, 0.88)  -0.909
S (0.48, -0.45, 0.01)  0.551
O (-0.45, -1.41, 0.74)  -0.593
C (-0.23, -0.02, -1.66)  -0.889
H (0.24, 0.86, 1.93)  0.338
H (-0.63, 1.64, 0.58)  0.353
H (1.19, 1.73, 0.70)  0.391
H (0.18, 0.97, -1.85)  0.390
H (-1.31, -0.12, -1.56)  0.361
H (0.17, -0.80, -2.30)  0.342

---

[3]
Computed, not measured: C25H55I2O14P3 as an isolated structure at a distorted geometry, with the ωB97M-V functional and the def2-TZVPD basis.

Computed properties:
Electronic energy: -99549.866 eV
Spin multiplicity: 1
Kohn-Sham gap: 7.983 eV

Last column: Mulliken charge in e.
Positions of all 99 atoms, in Å:
C (0.30, -6.29, -5.46)  -0.853
C (1.05, -7.20, -6.46)  -0.561
I (-0.50, -8.09, -7.74)  0.054
C (2.09, -6.46, -7.36)  -0.830
I (1.21, -5.18, -8.89)  0.157
C (3.18, -5.70, -6.57)  0.015
C (2.94, -4.25, -6.05)  -0.662
C (3.14, -4.33, -4.48)  -0.393
C (3.39, -5.84, -4.33)  0.500
O (3.23, -6.55, -3.42)  -0.508
O (3.85, -6.42, -5.53)  -0.436
H (0.90, -5.47, -5.05)  -0.025
H (0.02, -6.93, -4.60)  0.284
H (-0.65, -5.89, -5.85)  0.456
H (1.50, -8.05, -5.94)  0.584
H (2.61, -7.24, -7.93)  0.550
H (3.98, -5.54, -7.31)  0.439
H (2.07, -3.69, -6.42)  0.360
H (3.81, -3.67, -6.39)  0.357
H (2.16, -4.05, -4.07)  0.124
H (3.93, -3.70, -4.06)  0.380
O (-1.79, -3.42, -2.77)  -0.669
P (-2.49, -3.24, -1.45)  1.134
O (-1.66, -4.36, -0.57)  -0.376
C (-0.31, -4.09, -0.21)  -0.222
C (-0.24, -3.17, 1.00)  -0.909
O (-3.85, -4.12, -1.75)  -0.390
C (-4.41, -4.16, -3.07)  -0.296
C (-4.08, -5.48, -3.72)  -1.078
O (-3.22, -2.78, 0.00)  -0.316
C (-4.43, -1.99, -0.05)  -0.045
C (-5.61, -2.83, 0.38)  -1.179
H (0.23, -3.65, -1.05)  0.199
H (0.15, -5.04, 0.03)  0.343
H (-0.62, -2.18, 0.76)  0.121
H (0.78, -3.07, 1.36)  0.432
H (-0.86, -3.56, 1.81)  0.243
H (-4.07, -3.32, -3.67)  0.349
H (-5.50, -4.06, -2.97)  0.351
H (-3.00, -5.65, -3.76)  0.141
H (-4.48, -5.52, -4.74)  0.404
H (-4.51, -6.31, -3.15)  0.303
H (-4.58, -1.58, -1.05)  0.260
H (-4.30, -1.16, 0.65)  0.291
H (-5.87, -3.57, -0.38)  0.226
H (-6.49, -2.20, 0.55)  0.387
H (-5.38, -3.39, 1.29)  0.302
O (-2.54, 1.54, 0.91)  -0.706
P (-2.63, 3.03, 1.02)  1.334
O (-3.58, 3.36, -0.27)  -0.358
C (-4.97, 3.05, -0.20)  -0.154
C (-5.74, 4.10, 0.57)  -1.049
O (-1.17, 3.34, 0.33)  -0.442
C (-0.08, 2.43, 0.55)  -0.087
C (0.11, 1.52, -0.64)  -1.270
O (-2.73, 4.61, 1.53)  -0.385
C (-1.75, 5.07, 2.48)  -0.270
C (-0.82, 6.05, 1.81)  -1.021
H (-5.11, 2.06, 0.24)  0.146
H (-5.34, 3.00, -1.23)  0.347
H (-5.45, 4.10, 1.63)  0.250
H (-6.82, 3.92, 0.51)  0.422
H (-5.53, 5.10, 0.18)  0.245
H (-0.23, 1.84, 1.45)  0.327
H (0.81, 3.05, 0.71)  0.236
H (-0.80, 0.96, -0.84)  0.242
H (0.93, 0.82, -0.47)  0.372
H (0.33, 2.11, -1.54)  0.329
H (-1.19, 4.23, 2.91)  0.216
H (-2.29, 5.57, 3.29)  0.395
H (-0.14, 5.55, 1.12)  0.156
H (-0.21, 6.57, 2.55)  0.328
H (-1.38, 6.79, 1.23)  0.385
O (2.27, 4.95, 3.40)  -0.638
P (3.14, 5.08, 4.62)  1.207
O (4.53, 5.67, 3.99)  -0.381
C (4.56, 7.02, 3.53)  -0.261
C (4.73, 7.99, 4.68)  -1.001
O (3.59, 3.50, 4.77)  -0.446
C (2.72, 2.45, 4.33)  -0.118
C (3.21, 1.88, 3.01)  -1.227
O (3.68, 5.35, 6.17)  -0.367
C (3.02, 4.67, 7.25)  -0.216
C (3.94, 3.63, 7.84)  -1.075
H (3.65, 7.25, 2.96)  0.221
H (5.41, 7.10, 2.85)  0.332
H (3.85, 7.99, 5.33)  0.250
H (4.89, 9.01, 4.31)  0.411
H (5.59, 7.71, 5.30)  0.250
H (1.69, 2.80, 4.25)  0.204
H (2.74, 1.67, 5.09)  0.358
H (3.28, 2.66, 2.25)  0.240
H (2.55, 1.10, 2.65)  0.384
H (4.21, 1.47, 3.13)  0.361
H (2.07, 4.23, 6.93)  0.245
H (2.79, 5.43, 8.01)  0.384
H (4.06, 2.78, 7.16)  0.211
H (3.56, 3.26, 8.79)  0.384
H (4.94, 4.04, 8.00)  0.306

---

[4]
Computed, not measured: C30H45N8SeSiSr as an isolated structure, with the ωB97M-V functional and the def2-TZVPD basis.

Computed properties:
Electronic energy: -117824.737 eV
Spin multiplicity: 1
Relative energy (zero: lowest compared OMol25 entry of this formula, charge and spin): 0.0 kcal per mole
Kohn-Sham gap: 6.179 eV
Charge: -1

Last column: Mulliken charge in e.
Positions of all 86 atoms, in Å:
Sr (0.05, 0.24, -0.07)  1.807
C (-1.88, -3.02, 1.67)  -0.384
C (-0.57, -3.79, 1.43)  -0.760
C (0.59, -2.99, 0.81)  -0.717
N (0.16, -2.25, -0.35)  0.534
C (-0.02, -2.82, -1.51)  0.605
C (0.43, -4.14, -1.82)  -0.718
C (0.19, -4.99, -2.88)  -0.392
C (-0.65, -4.85, -3.98)  -0.675
C (-1.40, -3.72, -4.26)  -0.413
C (-1.43, -2.49, -3.64)  -0.731
C (-0.72, -1.94, -2.53)  -0.108
N (-0.72, -0.67, -2.26)  0.332
C (-1.42, 0.27, -3.12)  -1.023
C (-1.29, 1.72, -2.63)  -1.332
C (-2.32, 2.14, -1.57)  -0.892
N (-2.05, 1.57, -0.27)  -0.101
C (-2.98, 1.51, 0.65)  0.292
C (-4.33, 1.90, 0.44)  -0.581
C (-5.40, 2.11, 1.30)  -0.576
C (-5.46, 2.09, 2.68)  -0.515
C (-4.39, 1.76, 3.51)  -0.352
C (-3.16, 1.24, 3.20)  -0.608
C (-2.57, 0.85, 1.95)  0.367
N (-1.60, -0.01, 1.85)  0.652
C (-1.20, -0.86, 2.96)  -0.830
C (-1.97, -2.19, 2.95)  -0.958
H (-2.69, -3.76, 1.71)  0.370
H (-2.09, -2.39, 0.80)  0.069
H (-0.79, -4.62, 0.74)  0.374
H (-0.23, -4.25, 2.36)  0.460
H (1.43, -3.68, 0.62)  0.438
H (0.97, -2.27, 1.54)  -0.239
H (1.08, -4.56, -1.06)  0.159
H (0.72, -5.94, -2.81)  0.307
H (-0.73, -5.69, -4.66)  0.298
H (-2.06, -3.80, -5.12)  0.283
H (-2.11, -1.78, -4.11)  0.236
H (-2.49, 0.03, -3.17)  0.507
H (-1.04, 0.19, -4.15)  0.702
H (-1.44, 2.37, -3.49)  0.495
H (-0.26, 1.92, -2.30)  0.130
H (-3.31, 1.85, -1.96)  0.388
H (-2.34, 3.24, -1.50)  0.453
H (-4.58, 2.09, -0.60)  0.168
H (-6.33, 2.38, 0.80)  0.269
H (-6.40, 2.39, 3.15)  0.300
H (-4.57, 1.90, 4.58)  0.301
H (-2.54, 1.03, 4.06)  0.238
H (-1.32, -0.40, 3.94)  0.513
H (-0.13, -1.06, 2.86)  -0.138
H (-3.03, -1.95, 3.13)  0.342
H (-1.64, -2.79, 3.80)  0.425
C (4.93, -0.36, -3.42)  -1.053
Si (3.46, 0.79, -3.15)  0.431
C (2.04, 0.13, -4.20)  -0.665
C (3.93, 2.47, -3.87)  -1.084
Se (2.97, 0.96, -0.99)  -0.489
H (5.22, -0.40, -4.47)  0.324
H (4.68, -1.37, -3.09)  0.263
H (5.80, -0.02, -2.83)  0.249
H (2.36, -0.01, -5.23)  0.503
H (1.20, 0.83, -4.19)  0.049
H (1.68, -0.82, -3.81)  0.026
H (4.23, 2.39, -4.92)  0.336
H (4.75, 2.92, -3.30)  0.263
H (3.08, 3.15, -3.81)  0.273
C (4.29, -0.59, 5.82)  -1.417
C (5.19, -0.28, 4.62)  0.839
C (5.21, -1.44, 3.63)  -1.338
C (4.79, 1.04, 3.96)  -1.347
N (3.44, 1.03, 3.43)  0.939
C (2.98, 0.58, 2.26)  -1.217
N (1.68, 0.75, 2.24)  0.653
N (1.35, 1.30, 3.43)  -0.212
N (2.40, 1.49, 4.14)  -0.840
H (4.64, -1.49, 6.33)  0.435
H (3.26, -0.76, 5.50)  0.242
H (4.29, 0.23, 6.54)  0.358
H (6.21, -0.12, 4.99)  0.293
H (4.20, -1.67, 3.28)  0.198
H (5.60, -2.34, 4.10)  0.419
H (5.83, -1.21, 2.76)  0.370
H (5.46, 1.27, 3.13)  0.450
H (4.83, 1.86, 4.67)  0.381
H (3.58, 0.20, 1.44)  0.597

---

[5]
Computed, not measured: a 2-piece molecular cluster, C4H12 overall at a distorted geometry, with the ωB97M-V functional and the def2-TZVPD basis.

Computed properties:
Electronic energy: -4330.758 eV
Spin multiplicity: 2
Relative energy (zero: lowest compared OMol25 entry of this formula, charge and spin): 10.9 kcal per mole
Kohn-Sham gap (spin up / spin down): 12.896 / 4.720 eV
Expectation value of S²: 0.75
Charge: +1

Last column: Löwdin spin population.
Positions of all 16 atoms, in Å:
C (0.41, -1.09, -1.85)  0.081
C (-0.64, -0.05, -2.12)  0.054
H (0.28, -1.97, -2.49)  0.014
H (1.38, -0.68, -2.17)  0.007
H (0.56, -1.42, -0.81)  0.036
H (-1.42, -0.38, -2.82)  0.007
H (-1.22, 0.28, -1.24)  0.026
H (-0.27, 0.87, -2.57)  0.005
C (-0.23, 0.41, 1.38)  0.280
C (0.42, 0.76, 2.64)  0.174
H (-0.74, 1.04, 0.61)  0.080
H (0.63, 0.06, 0.70)  0.096
H (-0.93, -0.42, 1.49)  0.012
H (1.11, -0.08, 2.92)  0.074
H (-0.30, 0.78, 3.47)  0.040
H (1.07, 1.64, 2.54)  0.016

---

What is the formula in the second record?
C2H6OSSn

---

Look up the spin multiplicity of the fifth one.
2

---

Among the records above, which one has the highest spin multiplicity?
C4H12